Entry 1:
# C3H6O3V

A structure of composition C3H6O3V (wB97M-V/def2-TZVPD, OMol25).

```
13
Properties=species:S:1:pos:R:3:forces:R:3
H 0.2625 0.5252 1.7741 -1.2419 -1.4550 -0.3044
O 0.1642 -0.1816 0.5686 0.5834 -1.5556 0.5570
V -2.7312 -0.7438 2.5261 -1.8638 0.3752 1.9970
O -2.0165 -0.8512 0.7494 -0.0456 -3.3136 -1.4017
C -0.8799 -0.7265 1.2169 0.9377 6.7839 -2.3812
O -0.8114 -0.0766 2.3475 1.2406 -0.9461 2.5837
C 0.0810 0.0883 -0.8959 0.2889 0.1424 -1.2685
C 1.4683 0.4009 -1.3752 0.1613 -0.0392 -0.1154
H -0.3438 -0.8190 -1.3354 0.1144 0.1292 0.1065
H -0.6117 0.9277 -1.0099 0.0270 -0.1258 0.1789
H 2.1350 -0.4632 -1.2677 -0.1563 0.2398 -0.0314
H 1.3948 0.6482 -2.4427 0.0517 -0.0379 0.2295
H 1.8887 1.2714 -0.8559 -0.0972 -0.1972 -0.1500
```
Positions in Å, forces in eV/Å.

Spin multiplicity: 4
⟨S²⟩: 3.755
Energy above the lowest of the compared OMol25 structures with the same formula, charge and spin (kcal/mol): 53.0
LUMO energy (alpha / beta) (eV): -11.3 / -10.9
DFT total energy (eV): -35015.324
Total charge: +2
Frontier orbital gap (alpha / beta) (eV): 8.61 / 9.02
Strongest force on any atom (eV/Å): 7.3

Entry 2:
# C2H8N2

A cluster of 2 separate species, C2H8N2 in total (wB97M-V/def2-TZVPD, OMol25).

```
12
Properties=species:S:1:pos:R:3:forces:R:3
C 1.0781 -0.2117 1.9455 -0.4766 1.3815 0.1533
C -0.0436 0.2208 0.9360 1.5284 1.4159 0.1818
N -1.1102 -0.0075 -2.8349 -0.0450 -0.8427 -1.5748
N -0.6612 0.6161 -1.9138 -0.0257 -0.2278 -0.1177
H 1.5977 -1.1171 1.6753 -0.4875 -0.7784 -0.1239
H 1.9529 0.4767 1.9496 -0.9373 0.1779 0.4294
H 0.5765 -0.2830 2.9268 0.8890 -0.1874 -0.1357
H 0.4780 0.6951 0.0491 -1.0751 -0.2941 1.2208
H -0.4385 -0.6949 0.5552 -0.9259 -0.3680 -0.2820
H -1.6072 0.4621 -3.6451 0.1054 -0.4368 0.5512
H -0.9614 -1.0794 -3.0364 -0.1941 1.5327 0.6034
H -0.8609 0.9227 1.3927 1.6444 -1.3728 -0.9059
```
Positions in Å, forces in eV/Å.

Energy above the lowest of the compared OMol25 structures with the same formula, charge and spin (kcal/mol): 71.9
LUMO energy (eV): 0.8
DFT total energy (eV): -5180.621
Frontier orbital gap (eV): 9.10
Strongest force on any atom (eV/Å): 2.3

Entry 3:
# C14H26N2O4S

An isolated molecule of C14H26N2O4S (wB97M-V/def2-TZVPD, OMol25).

```
47
Properties=species:S:1:pos:R:3:forces:R:3
C 4.6327 0.8858 -0.0789 -0.1033 0.1699 -0.0717
H 5.2006 1.7911 0.1196 0.0895 0.0323 0.0533
C 3.3444 1.2167 -0.8211 0.1882 0.0209 0.1746
C 2.5135 -0.0326 -1.0493 -0.2594 -0.1032 0.5333
H 1.6161 0.1680 -1.6281 -0.0767 -0.0254 -0.0694
H 3.0978 -0.8241 -1.5100 -0.0049 -0.1200 -0.0619
S 1.9429 -0.6779 0.5623 -0.3515 -0.2114 -0.6623
O 1.7193 0.4154 1.4606 -0.1768 0.2034 0.0227
O 2.8106 -1.7345 0.9988 0.1016 -0.1679 -0.1332
N 0.4222 -1.2992 0.1518 0.7930 0.4716 0.1057
C 0.5279 -2.5641 -0.5526 0.1185 -0.5273 -0.4186
C -0.7988 -2.8847 -1.2466 0.1712 0.0741 0.0707
H -0.8043 -3.9456 -1.4994 0.0072 0.0146 -0.0198
H -0.8714 -2.3231 -2.1793 0.0330 -0.0657 -0.0244
C -2.0065 -2.5503 -0.3509 -0.2740 -0.0561 0.0722
C -2.7601 -1.2911 -0.7881 0.2528 -0.5367 -0.1318
O -3.9688 -1.2811 -0.8907 -0.4326 -0.0161 0.1100
N -1.9750 -0.2347 -1.0909 0.2576 0.4271 -0.0299
H -0.9973 -0.2970 -0.8359 -0.0208 -0.0421 -0.0726
C -2.5392 1.0720 -1.3110 -0.2963 0.2716 0.2007
H -2.2179 1.4675 -2.2816 -0.1143 0.0376 0.0785
H -3.6240 0.9373 -1.3179 0.1508 0.0785 -0.1061
C -2.1533 2.0755 -0.2206 0.1374 0.0428 -0.4403
C -0.6752 2.5113 -0.2199 -0.2961 -0.0266 0.1745
H -0.5176 3.3806 -0.8554 0.0404 -0.0285 -0.0806
C -0.3888 2.7934 1.2633 -0.0366 -0.0708 0.1240
H 0.4573 2.2024 1.6076 -0.0593 0.1576 -0.0087
C -1.6845 2.3465 1.9679 0.1387 0.3180 0.2489
H -2.3126 3.2172 2.2091 0.0456 -0.1037 0.0314
O -2.3650 1.5115 1.0576 -0.1417 -0.2329 -0.1997
H -1.5071 1.7737 2.8780 -0.0217 0.0506 0.0065
H -0.1871 3.8460 1.4511 0.0296 0.0299 0.0193
H -0.0414 1.6980 -0.5741 0.0696 -0.0602 -0.0865
H -2.7903 2.9705 -0.3342 0.0691 -0.1166 -0.0157
C -1.5693 -2.4245 1.1145 0.0997 0.0249 -0.1751
C -0.4701 -1.3782 1.3161 -0.1527 0.2534 0.7435
H 0.1141 -1.6234 2.2110 -0.1534 -0.0165 0.0244
H -0.9046 -0.3869 1.4563 -0.0239 -0.1242 0.0674
H -2.4280 -2.1502 1.7277 0.0428 -0.0433 0.0623
H -1.2173 -3.4023 1.4497 -0.0366 0.0097 0.0350
H -2.7433 -3.3570 -0.4119 0.0586 0.2114 -0.0356
H 0.8144 -3.3638 0.1414 0.0315 0.0364 -0.0771
H 1.3289 -2.4701 -1.2875 -0.0307 -0.1796 -0.0374
H 3.5724 1.6839 -1.7828 -0.1293 -0.0626 0.0125
H 2.7550 1.9179 -0.2280 0.0006 0.0914 -0.1254
H 4.3973 0.4053 0.8670 0.1715 -0.0060 0.1319
H 5.2516 0.2094 -0.6645 0.0943 -0.0844 -0.0195
```
Positions in Å, forces in eV/Å.

Energy above the lowest of the compared OMol25 structures with the same formula, charge and spin (kcal/mol): 8.6
SMILES: CCCS(=O)(=O)N1CCC(C(=O)NC[C@@H]2CCCO2)CC1
LUMO energy (eV): 0.5
DFT total energy (eV): -36945.540
Frontier orbital gap (eV): 9.85
Strongest force on any atom (eV/Å): 0.9

Entry 4:
# C3H5FeO4

A structure of composition C3H5FeO4 (wB97M-V/def2-TZVPD, OMol25).

```
13
Properties=species:S:1:pos:R:3:forces:R:3
O -0.8354 1.6514 0.9659 -0.9785 -1.2174 -0.0320
C 0.0479 1.7447 -0.0008 2.1666 1.6724 2.1386
C -1.1975 0.2092 1.2053 0.1989 1.3138 0.3677
O 0.8637 2.6122 -0.1493 -1.2136 -0.6029 -0.8097
O 0.1927 0.5406 -0.6242 0.6067 -1.1643 -1.2677
C -0.6258 -0.4753 -0.0066 0.6465 -2.4110 -0.6897
H -2.2850 0.1336 1.2857 0.3162 0.1034 -0.0131
H -0.7072 -0.0738 2.1430 -0.1911 0.1101 -0.2327
H -1.3677 -0.7715 -0.7557 -0.0115 0.1303 0.2918
H 0.0806 -1.3828 0.1457 -1.5451 1.6499 0.2525
O 1.7165 -1.7154 -1.0510 0.1493 1.9697 -0.5669
H 2.1688 -2.4705 -1.4284 0.3498 -0.6521 -0.1932
Fe 1.9483 -0.0025 -1.7297 -0.4940 -0.9020 0.7544
```
Positions in Å, forces in eV/Å.

Spin multiplicity: 7
⟨S²⟩: 12.011
Energy above the lowest of the compared OMol25 structures with the same formula, charge and spin (kcal/mol): 8.7
LUMO energy (alpha / beta) (eV): -4.0 / -8.4
DFT total energy (eV): -45757.722
Total charge: +1
Frontier orbital gap (alpha / beta) (eV): 8.91 / 7.30
Strongest force on any atom (eV/Å): 3.5